1.
Below is a cluster of 6 separate species, C33H69NO11S in total, with properties calculated with ωB97M-V with the def2-TZVPD basis set.

Results
* highest occupied orbital energy: -7.24 eV
* frontier orbital gap: 7.0 eV
* spin multiplicity: 1

Each line ends with the Löwdin charge.
Element x y z (Å)
O -1.752 7.804 0.187  -0.0435
C -1.504 8.034 1.479  -0.1521
O -0.307 8.677 2.045  -0.1135
C 0.939 8.161 1.459  -0.1737
C 1.705 7.030 2.424  -0.0840
C 1.480 5.496 1.893  -0.2479
O 0.231 5.351 1.085  -0.2243
S -0.854 4.486 2.125  0.9045
O -1.354 5.277 3.374  -0.3194
O -1.803 3.443 1.488  -0.2970
O 0.397 3.515 2.818  -0.2725
C 1.683 4.226 2.908  -0.2326
C 1.848 4.470 4.521  -0.1314
C 1.216 3.255 5.457  -0.1936
C 1.962 1.808 5.268  -0.1726
C 0.983 0.623 4.636  -0.1519
N 1.245 0.387 3.137  -0.1723
C 2.634 0.094 2.546  -0.0667
C 2.620 -0.068 0.910  -0.0678
C 1.020 0.140 0.596  -0.0824
C 0.206 0.400 1.996  -0.0527
H -2.372 7.736 2.239  0.1694
H 0.852 7.781 0.356  0.1392
H 1.696 9.084 1.426  0.1419
H 1.362 7.235 3.524  0.1206
H 2.869 7.259 2.292  0.1377
H 2.298 5.369 1.044  0.1703
H 2.642 3.693 2.438  0.1747
H 1.318 5.474 4.808  0.1106
H 3.020 4.490 4.740  0.1296
H 1.425 3.591 6.583  0.1179
H 0.026 3.196 5.381  0.1241
H 2.942 1.967 4.621  0.0975
H 2.351 1.386 6.314  0.1184
H -0.174 0.902 4.716  0.1322
H 1.087 -0.405 5.229  0.1283
H 3.519 0.022 3.312  0.0892
H 3.528 -0.262 0.193  0.0776
H 0.575 0.113 -0.498  0.0701
H -0.959 0.594 2.166  0.1118
C -0.571 -1.802 -4.646  -0.0733
C -0.291 -0.734 -3.602  -0.2771
O 0.986 -0.119 -3.748  -0.1695
C 1.229 0.556 -4.981  -0.2782
C 0.255 1.690 -5.251  -0.0825
H 0.201 -2.582 -4.614  0.0823
H -1.547 -2.265 -4.467  0.0684
H -0.577 -1.392 -5.658  0.0660
H -0.304 -1.200 -2.612  0.1126
H -1.078 0.026 -3.595  0.1032
H 1.240 -0.162 -5.807  0.1041
H 2.243 0.969 -4.919  0.1171
H -0.775 1.335 -5.330  0.0625
H 0.509 2.195 -6.188  0.0759
H 0.286 2.423 -4.438  0.0822
C 0.943 -5.464 -7.232  -0.0803
C -0.493 -5.004 -7.038  -0.2782
O -0.790 -3.776 -7.699  -0.1727
C -0.629 -3.763 -9.116  -0.2774
C -1.508 -4.775 -9.833  -0.0836
H 1.642 -4.696 -6.879  0.0832
H 1.125 -6.389 -6.676  0.0785
H 1.172 -5.654 -8.282  0.0637
H -0.666 -4.835 -5.971  0.1120
H -1.201 -5.779 -7.346  0.1044
H 0.425 -3.899 -9.377  0.1048
H -0.903 -2.757 -9.454  0.1191
H -1.274 -5.801 -9.539  0.0645
H -1.372 -4.696 -10.916  0.0772
H -2.563 -4.600 -9.598  0.0823
C -5.203 -0.657 -4.492  -0.0782
C -4.750 -1.915 -3.768  -0.2771
O -3.789 -1.666 -2.745  -0.1758
C -4.201 -0.808 -1.684  -0.2705
C -5.408 -1.326 -0.920  -0.0795
H -4.344 -0.138 -4.934  0.0805
H -5.912 -0.909 -5.288  0.0782
H -5.696 0.046 -3.817  0.0651
H -4.271 -2.582 -4.492  0.1142
H -5.603 -2.465 -3.360  0.1042
H -4.378 0.204 -2.064  0.1075
H -3.352 -0.732 -0.993  0.1192
H -6.289 -1.415 -1.559  0.0668
H -5.656 -0.650 -0.097  0.0787
H -5.201 -2.320 -0.508  0.0708
C 7.074 -1.329 6.262  -0.0818
C 6.942 -0.861 4.822  -0.2741
O 6.023 0.217 4.658  -0.1805
C 6.319 1.417 5.367  -0.2797
C 7.657 2.029 4.987  -0.0805
H 6.098 -1.636 6.656  0.0839
H 7.763 -2.178 6.326  0.0789
H 7.455 -0.541 6.914  0.0638
H 6.564 -1.691 4.217  0.1206
H 7.917 -0.593 4.403  0.1052
H 6.256 1.243 6.446  0.1062
H 5.523 2.131 5.124  0.1056
H 8.492 1.363 5.215  0.0663
H 7.816 2.965 5.532  0.0781
H 7.690 2.239 3.912  0.0841
C -5.639 -2.953 3.037  -0.0792
C -4.216 -3.165 2.546  -0.2788
O -3.467 -4.074 3.350  -0.1626
C -3.980 -5.401 3.452  -0.2785
C -4.086 -6.112 2.113  -0.0832
H -5.637 -2.589 4.073  0.0839
H -6.155 -2.221 2.407  0.0697
H -6.218 -3.878 3.019  0.0650
H -3.687 -2.207 2.581  0.1185
H -4.203 -3.486 1.501  0.0936
H -4.943 -5.394 3.973  0.1036
H -3.287 -5.957 4.093  0.1188
H -4.773 -5.604 1.433  0.0640
H -4.448 -7.135 2.254  0.0767
H -3.108 -6.151 1.622  0.0838

2.
Below is a structure of composition C27H35N7O4Pb, with properties calculated with ωB97M-V with the def2-TZVPD basis set.

Results
* highest occupied orbital energy (spin up / spin down): -19.48 / -19.46 eV
* frontier orbital gap (spin up / spin down): 6.1 / 6.0 eV
* charge: +4
* relative energy (zero: lowest compared OMol25 entry of this formula, charge and spin): 1.86 kcal per mole
* spin multiplicity: 1

Each line ends with the Löwdin charge.
Element x y z (Å)
Pb 1.072 -0.005 -0.212  1.7097
O 4.398 -0.304 -3.502  0.2210
C 3.661 -0.190 -2.438  -0.4497
O 2.435 -0.201 -2.422  -0.0633
C 4.461 -0.036 -1.173  -0.1560
C 5.849 -0.019 -1.135  0.0846
C 6.464 0.136 0.099  0.0504
C 5.679 0.271 1.240  0.0677
C 4.300 0.243 1.099  -0.1636
N 3.712 0.089 -0.085  0.0684
C 3.303 0.388 2.221  -0.4281
O 3.679 0.578 3.448  0.2403
O 2.096 0.327 1.980  -0.0937
H 3.876 -0.399 -4.319  0.1809
H 6.427 -0.124 -2.044  0.1491
H 7.544 0.153 0.176  0.1483
H 6.165 0.393 2.200  0.1396
H 4.635 0.618 3.602  0.1531
C 1.355 -4.053 0.147  -0.0098
N 0.320 -3.059 0.478  -0.1419
C 0.250 -2.723 1.913  -0.0089
C -0.700 -2.737 -0.346  -0.4000
N -1.232 -1.465 -0.171  0.0457
C -2.530 -1.294 0.044  -0.1779
C -3.367 -2.445 0.351  0.0676
C -4.721 -2.380 0.439  0.0270
C -5.347 -1.144 0.230  0.1123
C -4.588 0.022 0.017  -0.1335
C -5.319 1.214 -0.150  0.1101
C -4.662 2.434 -0.339  0.0260
C -3.304 2.453 -0.293  0.0645
C -2.492 1.268 -0.070  -0.1788
N -1.172 1.402 0.066  0.0359
C -0.606 2.638 0.325  -0.4035
N 0.426 2.985 -0.484  -0.1575
C 1.518 3.881 -0.070  -0.0120
C 0.306 2.824 -1.946  -0.0173
N -0.940 3.328 1.398  -0.0852
C -1.686 2.733 2.518  0.0210
C -0.739 4.783 1.540  0.0166
C -3.165 0.000 -0.010  -0.0156
N -1.068 -3.488 -1.366  -0.0887
C -1.823 -2.952 -2.510  0.0180
C -0.905 -4.954 -1.415  0.0137
H 2.296 -3.693 0.562  0.1037
H 1.461 -4.151 -0.929  0.0992
H 1.152 -5.027 0.591  0.1124
H -0.091 -3.587 2.484  0.1190
H -0.429 -1.892 2.086  0.0883
H 1.245 -2.455 2.267  0.0919
H -2.882 -3.399 0.516  0.1379
H -5.308 -3.261 0.663  0.1466
H -6.428 -1.071 0.262  0.1535
H -6.402 1.174 -0.147  0.1533
H -5.227 3.341 -0.512  0.1465
H -2.794 3.397 -0.441  0.1381
H 1.645 3.855 1.008  0.1004
H 1.361 4.908 -0.399  0.1112
H 2.432 3.523 -0.542  0.1024
H -0.458 2.091 -2.193  0.0909
H 1.265 2.505 -2.355  0.0889
H 0.043 3.777 -2.407  0.1193
H -1.590 1.652 2.520  0.0969
H -2.738 3.014 2.469  0.1102
H -1.271 3.128 3.444  0.1183
H -0.549 5.250 0.580  0.0990
H 0.064 5.010 2.239  0.1151
H -1.663 5.198 1.941  0.1179
H -1.716 -1.874 -2.582  0.0957
H -2.879 -3.215 -2.427  0.1101
H -1.430 -3.410 -3.416  0.1170
H -0.712 -5.362 -0.429  0.0976
H -0.117 -5.247 -2.107  0.1147
H -1.844 -5.371 -1.776  0.1175